[1]
Density functional theory data (ωB97M-V with the def2-TZVPD basis set) for a structure of composition C32H46BrN9O2PSSr in a non-equilibrium geometry.

## Properties
LUMO energy: 1.9 eV
Orbital gap: 4.197 eV
Net charge: -1
Strongest force on any atom: 1.85 eV/A
E_HOMO: -2.31 eV
Energy above the lowest of the compared OMol25 structures with the same formula, charge and spin: 243.5 kJ/mol

Element x y z (Å)
1 Sr -0.0053 1.4265 -1.6290
2 Br 5.6364 1.7643 3.5838
3 C 3.7775 1.4480 3.3607
4 C 3.0725 0.8431 4.3889
5 C 1.7188 0.5782 4.2214
6 C 1.0900 0.9505 3.0395
7 C 1.8037 1.5929 2.0409
8 C 3.1614 1.8148 2.1736
9 N -0.2685 0.6629 2.7620
10 C -0.6358 -0.5423 2.8111
11 C -1.9954 -0.9862 2.4183
12 C -2.2864 -2.3456 2.4953
13 C -3.5313 -2.7940 2.0879
14 C -4.4403 -1.8690 1.6074
15 C -4.0565 -0.5340 1.5656
16 N -2.8736 -0.0888 1.9621
17 H 3.5773 0.5705 5.3055
18 H 1.1527 0.0995 5.0116
19 H 1.2832 1.7943 1.1206
20 H 3.7258 2.2336 1.3515
21 H 0.0646 -1.3467 3.0684
22 H -1.5356 -3.0340 2.8619
23 H -3.7828 -3.8457 2.1385
24 H -5.4238 -2.1662 1.2693
25 H -4.7452 0.2166 1.1896
26 C 4.3340 2.1047 -2.3031
27 C 4.5185 0.9657 -1.3457
28 C 5.7834 0.5494 -0.9840
29 C 5.9957 -0.4974 -0.0830
30 C 4.8732 -1.1260 0.4427
31 C 3.5807 -0.7510 0.1111
32 C 2.4257 -1.4727 0.7601
33 C 3.3201 0.3539 -0.7967
34 N 2.1160 0.7800 -1.1248
35 H 5.2748 2.3640 -2.7955
36 H 3.9447 2.9953 -1.7965
37 H 3.5800 1.8512 -3.0552
38 H 6.6409 1.0606 -1.4173
39 H 6.9954 -0.8012 0.2013
40 H 5.0069 -1.9399 1.1544
41 H 2.5101 -1.4633 1.8529
42 H 2.3626 -2.5265 0.4556
43 H 1.4941 -0.9740 0.4811
44 N -0.0138 3.9278 -0.7281
45 C -0.6364 4.9118 -0.6362
46 N -1.2365 6.0552 -0.5234
47 C -2.5418 6.1270 -0.6547
48 N -3.6922 6.2539 -0.7688
49 C -5.2260 1.6445 -3.8062
50 N -4.4445 0.7908 -2.9246
51 C -4.3230 -0.6078 -3.3265
52 P -3.3515 1.4721 -1.8853
53 O -2.5003 0.4290 -1.2334
54 N -4.2050 2.4753 -0.9077
55 C -3.4214 3.0601 0.1963
56 C -5.6000 2.2542 -0.5622
57 N -2.2730 2.5007 -2.7473
58 C -2.6456 3.8538 -3.1677
59 C -1.6455 1.7036 -3.8251
60 H -6.2565 1.2844 -3.8684
61 H -4.8117 1.6697 -4.8199
62 H -5.2515 2.6633 -3.4201
63 H -4.9578 -1.2575 -2.7196
64 H -3.2965 -0.9611 -3.2388
65 H -4.6244 -0.7023 -4.3705
66 H -2.4542 3.4015 -0.1666
67 H -3.2507 2.3283 0.9927
68 H -3.9525 3.9299 0.5780
69 H -6.0753 1.5754 -1.2658
70 H -6.1323 3.2074 -0.5679
71 H -5.6845 1.8207 0.4396
72 H -3.3750 4.2868 -2.4865
73 H -3.0494 3.8508 -4.1859
74 H -1.7562 4.4856 -3.1485
75 H -1.5888 0.6572 -3.4612
76 H -0.6085 1.9851 -4.0878
77 H -2.2199 1.7040 -4.7537
78 C 2.5414 -3.0170 -3.4822
79 C 2.0356 -1.7871 -2.7537
80 S 0.3440 -1.3562 -3.1780
81 O 0.2093 -1.3512 -4.6685
82 C -0.5264 -2.8320 -2.6101
83 C -0.2689 -3.1604 -1.1468
84 H 3.6202 -3.0922 -3.3485
85 H 2.3274 -2.9484 -4.5498
86 H 2.0910 -3.9354 -3.0983
87 H 2.5908 -0.8756 -2.9789
88 H 2.0729 -1.8559 -1.6666
89 H -0.2541 -3.6353 -3.2968
90 H -1.5799 -2.5936 -2.7694
91 H 0.7342 -3.5533 -0.9898
92 H -0.9860 -3.9059 -0.8002
93 H -0.3805 -2.2741 -0.5195

Results of the Mulliken charge analysis, in e, for atoms 1 through 2: 2.144, -0.230

[2]
Density functional theory data (ωB97M-V with the def2-TZVPD basis set) for a structure of composition C32H46ClGeN2O5SeTi.

## Properties
Multiplicity: 2
<S²>: 0.75
LUMO energy (alpha / beta): -6.8 / -6.5 eV
Orbital gap (alpha / beta): 7.232 / 7.579 eV
Net charge: +2
Strongest force on any atom: 0.68 eV/A
E_HOMO (alpha / beta): -14.08 / -14.09 eV
Energy above the lowest of the compared OMol25 structures with the same formula, charge and spin: 0.0 kJ/mol

Element x y z (Å)
1 Ti -1.2726 0.8650 0.9697
2 O -7.0631 -1.6524 2.3008
3 C -6.2500 -0.6005 2.2513
4 O -6.4253 0.3885 2.8940
5 C -5.0912 -0.6420 1.2908
6 C -5.1193 -0.6344 -0.0982
7 Cl -6.4313 -0.8452 -1.1360
8 N -3.8748 -0.3531 -0.5505
9 N -3.0454 -0.1841 0.4904
10 C -3.7639 -0.3702 1.6007
11 C -2.9957 -0.2571 2.8808
12 O -3.3952 -0.5412 3.9558
13 O -1.7325 0.2000 2.6057
14 C -3.3439 -0.2779 -1.8829
15 C -2.6331 0.8598 -2.2352
16 C -2.0455 0.9235 -3.4903
17 C -2.1933 -0.1348 -4.3773
18 C -2.9140 -1.2638 -4.0086
19 C -3.4869 -1.3498 -2.7474
20 H -6.7460 -2.3969 1.7721
21 H -2.5844 1.7097 -1.5600
22 H -1.4955 1.8076 -3.7834
23 H -1.7515 -0.0770 -5.3627
24 H -3.0274 -2.0855 -4.7025
25 H -4.0292 -2.2346 -2.4427
26 C -0.1868 -4.7545 -0.7539
27 C 0.1447 -4.7005 -2.2399
28 C 1.0826 -3.5664 -2.6399
29 C 0.5628 -2.1655 -2.2792
30 Ge 0.8521 -1.6154 -0.4393
31 C 2.5710 -1.8138 0.4323
32 C 2.9123 -3.2321 0.8980
33 C 4.2159 -3.2656 1.6981
34 C 5.4347 -2.8056 0.9084
35 H -0.7217 -5.6708 -0.5072
36 H -0.8300 -3.9250 -0.4467
37 H 0.7191 -4.7387 -0.1386
38 H -0.7811 -4.6138 -2.8171
39 H 0.6014 -5.6437 -2.5435
40 H 1.2221 -3.5996 -3.7223
41 H 2.0746 -3.7274 -2.2080
42 H -0.5022 -2.0708 -2.5102
43 H 1.0791 -1.4052 -2.8711
44 H -0.3913 -1.7995 0.4834
45 H 2.5853 -1.1227 1.2793
46 H 3.3115 -1.4349 -0.2783
47 H 2.9999 -3.9017 0.0382
48 H 2.1025 -3.6234 1.5195
49 H 4.3712 -4.2888 2.0453
50 H 4.0990 -2.6526 2.5971
51 H 5.5431 -3.3776 -0.0157
52 H 6.3450 -2.9456 1.4894
53 H 5.3799 -1.7469 0.6462
54 C -4.3214 3.1689 0.3064
55 C -3.3675 3.1416 1.4704
56 O -2.0051 2.7562 1.0495
57 C -1.0044 3.8264 1.1891
58 C -1.1891 4.8990 0.1475
59 H -5.2931 3.5078 0.6675
60 H -4.4627 2.1786 -0.1279
61 H -3.9892 3.8542 -0.4728
62 H -3.6721 2.4250 2.2340
63 H -3.2780 4.1160 1.9471
64 H -0.0334 3.3345 1.0748
65 H -1.0789 4.2029 2.2100
66 H -1.1328 4.4826 -0.8588
67 H -0.3919 5.6343 0.2573
68 H -2.1373 5.4223 0.2656
69 C 5.9523 3.1126 1.8654
70 C 4.6719 2.5661 1.3049
71 C 4.5247 2.3611 -0.0626
72 C 3.3592 1.8488 -0.6145
73 C 3.2764 1.6694 -2.1070
74 C 2.3102 1.5350 0.2606
75 Se 0.6872 0.9038 -0.5997
76 C 2.4193 1.7025 1.6400
77 C 1.4017 1.3013 2.6661
78 C 3.6116 2.2286 2.1334
79 H 6.3341 3.9256 1.2493
80 H 6.7167 2.3339 1.8895
81 H 5.8181 3.4809 2.8804
82 H 5.3442 2.6099 -0.7267
83 H 4.2703 1.7166 -2.5460
84 H 2.6735 2.4568 -2.5649
85 H 2.8341 0.7128 -2.3893
86 H 0.3661 1.2208 2.3157
87 H 1.3656 2.0202 3.4839
88 H 1.6234 0.3246 3.1000
89 H 3.7104 2.3727 3.2033

Results of the Mulliken charge analysis, in e, for atoms 1 through 2: -0.167, -0.436

Question: Which of these has the highest strongest force on any atom?
Answer: C32H46BrN9O2PSSr

Question: Which of these has the highest net charge?
Answer: C32H46ClGeN2O5SeTi

Question: Among the records above, which one has the lowest net charge?
Answer: C32H46BrN9O2PSSr